(i)
C4H6NO3 | ωB97M-V/def2-TZVPD

XYZ file:
```
14
Properties=species:S:1:pos:R:3:nbo_charge:R:1
O 2.441 -2.216 -0.098 -0.78
C 2.073 -1.104 -0.523 0.77
O 2.375 -0.520 -1.584 -0.79
C 1.023 -0.353 0.366 -0.51
C -0.185 0.072 -0.449 -0.51
C -1.150 0.907 0.380 0.57
N -2.459 0.249 0.407 -0.75
O -0.780 1.886 0.964 -0.59
H 1.578 0.494 0.777 0.21
H 0.756 -1.034 1.178 0.20
H 0.221 0.645 -1.289 0.25
H -0.673 -0.803 -0.873 0.22
H -3.003 0.744 1.117 0.35
H -2.217 1.033 -0.374 0.38
```

Properties
HOMO level: -4.0743 eV
Orbital gap: 7.5 eV
LUMO level: 0.12506 Eh
Charge: -1


(ii)
C4H6NO3 | ωB97M-V/def2-TZVPD

XYZ file:
```
14
Properties=species:S:1:pos:R:3:nbo_charge:R:1
C -1.532 0.819 -2.102 -0.62
C -1.806 1.014 -0.630 -0.52
C -0.842 0.197 0.362 0.70
O -1.389 -0.341 1.297 -0.62
N 0.439 0.184 -0.049 -0.70
C 1.589 -0.583 0.475 0.87
O 2.657 -0.019 0.165 -0.79
O 1.305 -1.600 1.109 -0.73
H -1.978 -0.140 -2.419 0.21
H -0.464 0.875 -2.367 0.20
H -1.931 1.523 -2.884 0.19
H -2.767 0.525 -0.436 0.22
H -1.899 2.052 -0.302 0.20
H 0.673 0.897 -0.719 0.38
```

Properties
HOMO level: -4.6364 eV
Structure (SMILES): CCC(=O)NC(=O)[O-]
Orbital gap: 8.3 eV
LUMO level: 0.13377 Eh
Charge: -1


(iii)
C4H6NO3 | ωB97M-V/def2-TZVPD

XYZ file:
```
14
Properties=species:S:1:pos:R:3:nbo_charge:R:1
N -1.947 0.058 1.127 -0.85
C -1.148 -0.917 0.566 0.69
O -1.630 -2.006 0.307 -0.64
C 0.295 -0.583 0.370 -0.51
C 0.518 0.387 -0.792 -0.49
C 2.019 0.768 -0.933 0.76
O 2.608 0.385 -1.964 -0.77
O 2.462 1.409 0.050 -0.80
H -1.879 1.034 0.894 0.39
H -2.891 -0.266 1.269 0.38
H 0.733 -0.090 1.239 0.24
H 0.846 -1.511 0.220 0.23
H -0.076 1.300 -0.627 0.17
H 0.093 0.033 -1.726 0.20
```

Properties
HOMO level: -4.2471 eV
Structure (SMILES): NC(=O)CCC(=O)[O-]
Orbital gap: 7.8 eV
LUMO level: 0.13195 Eh
Charge: -1


(iv)
C4H6NO3 | ωB97M-V/def2-TZVPD

XYZ file:
```
14
Properties=species:S:1:pos:R:3:nbo_charge:R:1
O 3.197 0.304 0.967 -0.63
C 2.537 0.814 0.090 0.74
O 2.841 1.424 -0.943 -0.64
C 0.868 1.070 0.406 -0.39
C 0.982 -0.141 -0.234 -0.11
C -2.968 -1.258 0.024 0.46
N -2.365 -0.093 0.151 -0.97
O -2.503 -2.363 -0.302 -0.78
H 0.495 1.912 -0.155 0.25
H 0.524 0.970 1.424 0.27
H 1.409 -1.054 0.131 0.24
H 0.614 -0.243 -1.249 0.23
H -4.064 -1.219 0.190 0.04
H -1.569 -0.121 -0.500 0.28
```

Properties
HOMO level: -3.7034 eV
Orbital gap: 5.7 eV
LUMO level: 0.07358 Eh
Charge: -1


Most stable of them? (iii).


(i)
C3H9O3 | ωB97M-V/def2-TZVPD

XYZ file:
```
15
Properties=species:S:1:pos:R:3:nbo_charge:R:1
C 0.248 0.432 -0.424 -0.47
C 1.679 -0.055 -0.326 -0.07
O 2.379 0.038 -1.610 -0.76
C -0.798 -0.773 -0.651 0.02
O -2.056 -0.464 -0.367 -0.95
H 0.183 1.137 -1.262 0.17
H -0.127 0.940 0.469 0.18
H 2.285 0.546 0.358 0.15
H 1.728 -1.107 -0.086 0.16
H 1.756 0.437 -2.221 0.46
H -0.639 -0.976 -1.750 0.06
H -0.351 -1.580 -0.028 0.06
H -1.928 0.010 2.637 0.48
H -1.093 1.112 2.194 0.47
O -1.421 0.726 3.017 -0.96
```

Properties
HOMO level: -2.7273 eV
Orbital gap: 6.7 eV
LUMO level: 0.14673 Eh
Charge: -1


(ii)
C3H9O3 | ωB97M-V/def2-TZVPD

XYZ file:
```
15
Properties=species:S:1:pos:R:3:nbo_charge:R:1
C 0.143 -0.036 1.098 -0.49
C 1.469 -0.191 0.394 -0.08
O 2.555 -0.300 1.420 -0.75
C -1.016 -0.709 0.222 -0.01
O -1.335 -2.001 0.512 -0.95
H -0.070 1.056 1.110 0.18
H 0.030 -0.472 2.128 0.21
H 1.384 -1.076 -0.360 0.18
H 1.745 0.756 -0.145 0.16
H 2.265 -1.179 1.771 0.46
H -1.968 -0.085 0.369 0.07
H -1.004 -0.471 -0.878 0.05
H -1.328 0.920 -2.202 0.47
H -1.060 2.176 -2.859 0.45
O -1.810 1.610 -2.580 -0.93
```

Properties
HOMO level: -2.3246 eV
Orbital gap: 6.0 eV
LUMO level: 0.13353 Eh
Charge: -1


(iii)
C3H9O3 | ωB97M-V/def2-TZVPD

XYZ file:
```
15
Properties=species:S:1:pos:R:3:nbo_charge:R:1
C 1.037 0.212 -0.317 -0.49
C 0.380 -1.155 -0.287 -0.07
O -0.949 -1.126 0.256 -0.76
C 1.422 0.695 1.121 0.01
O 1.711 1.987 1.294 -0.94
H 1.984 0.150 -0.874 0.19
H 0.466 0.991 -0.828 0.20
H 1.001 -1.816 0.328 0.15
H 0.330 -1.594 -1.286 0.15
H -1.018 -0.293 0.691 0.48
H 2.250 -0.022 1.417 0.06
H 0.537 0.406 1.745 0.04
H -2.347 -0.633 -1.028 0.49
H -2.867 -0.929 -2.378 0.45
O -2.871 -0.219 -1.750 -0.96
```

Properties
HOMO level: -2.4014 eV
Orbital gap: 6.0 eV
LUMO level: 0.13125 Eh
Charge: -1


(iv)
C3H9O3 | ωB97M-V/def2-TZVPD

XYZ file:
```
15
Properties=species:S:1:pos:R:3:nbo_charge:R:1
C -0.857 -0.670 0.478 -0.52
C 0.490 -0.628 -0.209 -0.15
O 1.097 0.650 -0.144 -0.76
C -1.975 0.048 -0.350 -0.01
O -3.206 -0.187 0.089 -0.91
H -0.744 -0.134 1.423 0.20
H -1.313 -1.655 0.577 0.24
H 1.186 -1.410 0.106 0.20
H 0.474 -0.823 -1.296 0.17
H 0.048 0.750 -0.384 0.58
H -1.834 1.178 -0.363 0.08
H -1.703 -0.242 -1.420 0.05
H 3.577 1.417 -0.049 0.42
H 2.114 0.576 0.351 0.53
O 3.476 0.535 0.323 -1.12
```

Properties
HOMO level: -3.2010 eV
Orbital gap: 7.1 eV
LUMO level: 0.14307 Eh
Charge: -1


Most stable of them? (iii).


(i)
H7O3 | ωB97M-V/def2-TZVPD

XYZ file:
```
10
Properties=species:S:1:pos:R:3:nbo_charge:R:1
O 1.589 -1.675 -0.919 -0.97
H 2.226 -1.303 -1.643 0.53
H 1.626 -2.669 -1.066 0.53
O -1.063 1.933 1.056 -0.94
H -1.560 2.583 0.532 0.53
H -1.585 1.863 1.942 0.53
O -0.257 -0.269 0.180 -0.86
H -0.507 0.671 0.601 0.56
H -0.995 -0.314 -0.466 0.53
H 0.527 -0.820 -0.216 0.57
```

Properties
HOMO level: -17.1151 eV
Orbital gap: 13.5 eV
LUMO level: -0.13469 Eh
Charge: +1


(ii)
H7O3 | ωB97M-V/def2-TZVPD

XYZ file:
```
10
Properties=species:S:1:pos:R:3:nbo_charge:R:1
O -1.704 0.774 0.351 -0.94
H -2.040 1.658 0.159 0.51
H -2.411 0.536 0.976 0.52
O 1.835 -0.198 0.629 -0.93
H 2.308 -0.971 0.967 0.51
H 2.585 0.319 0.276 0.51
O -0.081 -0.419 -1.048 -0.82
H 0.709 -0.290 -0.407 0.55
H -0.224 -1.359 -1.244 0.54
H -0.977 -0.050 -0.658 0.55
```

Properties
HOMO level: -17.4441 eV
Orbital gap: 13.8 eV
LUMO level: -0.13366 Eh
Charge: +1


Most stable of them? (ii).


(i)
CH11N2O3 | ωB97M-V/def2-TZVPD

XYZ file:
```
17
Properties=species:S:1:pos:R:3:nbo_charge:R:1
N 0.722 -0.333 1.093 -0.89
C 0.086 -1.246 0.346 0.47
N -0.273 -2.433 0.690 -0.62
H 1.722 -0.305 1.225 0.45
H 0.225 0.551 1.146 0.45
H 0.032 -0.902 -0.698 0.21
H -0.927 -3.018 0.190 0.45
H 0.080 -2.750 1.602 0.47
H 2.084 -2.687 3.859 0.49
H 1.525 -1.331 3.362 0.48
O 1.317 -2.263 3.467 -0.97
H -2.424 2.618 -4.675 0.46
H -3.680 2.944 -5.561 0.48
O -2.879 3.290 -5.172 -0.94
H 0.551 2.337 -0.915 0.48
H 1.197 3.162 0.218 0.49
O 1.052 2.274 -0.100 -0.97
```

Properties
HOMO level: -13.4927 eV
Orbital gap: 8.6 eV
LUMO level: -0.17962 Eh
Charge: +1


(ii)
CH11N2O3 | ωB97M-V/def2-TZVPD

XYZ file:
```
17
Properties=species:S:1:pos:R:3:nbo_charge:R:1
N -0.946 0.767 -0.841 -0.81
C -1.487 -0.191 -1.589 0.48
N -1.026 -1.414 -1.775 -0.72
H 0.053 0.554 -0.680 0.43
H -1.355 0.823 0.108 0.47
H -2.472 0.003 -1.999 0.21
H -1.700 -2.133 -1.983 0.43
H -0.058 -1.593 -2.004 0.45
H -2.892 1.438 2.211 0.50
H -2.453 2.334 1.125 0.48
O -2.129 1.576 1.634 -0.95
H 2.500 0.751 -0.987 0.49
H 2.303 -0.118 0.234 0.52
O 1.828 0.222 -0.541 -0.99
H 2.716 -0.866 2.888 0.49
H 4.002 -1.247 2.188 0.49
O 3.117 -0.906 2.012 -0.97
```

Properties
HOMO level: -14.8620 eV
Orbital gap: 10.5 eV
LUMO level: -0.15979 Eh
Charge: +1


(iii)
CH11N2O3 | ωB97M-V/def2-TZVPD

XYZ file:
```
17
Properties=species:S:1:pos:R:3:nbo_charge:R:1
N -0.472 -0.084 0.537 -0.75
C -1.318 -0.292 -0.473 0.41
N -1.114 -0.329 -1.806 -0.72
H 0.228 0.661 0.368 0.45
H -0.707 -0.358 1.472 0.46
H -2.324 -0.670 -0.233 0.22
H -1.820 -0.774 -2.431 0.44
H -0.259 0.039 -2.307 0.46
H -2.156 -0.213 3.862 0.50
H -1.695 -1.620 3.553 0.49
O -1.799 -0.756 3.148 -0.97
H 1.284 2.298 -1.537 0.50
H 1.962 0.982 -1.263 0.51
O 1.093 1.391 -1.254 -1.01
H 3.851 -0.427 -0.555 0.51
H 2.526 -0.234 0.288 0.49
O 2.970 -0.016 -0.580 -0.96
```

Properties
HOMO level: -15.0940 eV
Orbital gap: 11.8 eV
LUMO level: -0.12228 Eh
Charge: +1


Most stable of them? (iii).